Entry 1:
The following is a DFT calculation (ωB97M-V/def2-TZVPD) of C4H4N2O in the gas phase.

The value obtained for the highest occupied orbital energy (spin up / spin down) is -8.692 / -8.694 eV. Its relative energy (zero: lowest compared OMol25 entry of this formula, charge and spin) is 100.8 kcal per mole. The electronic energy is -339.42102 hartree. The HOMO-LUMO gap (spin up / spin down) is 0.3016 / 0.3017 Eh.

```
! wB97M-V def2-TZVPD RIJCOSX def2/J DEFGRID3
* xyz 0 1
N -0.173 1.780 1.805
C -0.457 1.144 0.811
C -0.846 0.529 -0.304
C 0.021 -0.273 -1.137
C 0.979 -1.169 -0.805
N 1.132 -1.774 0.459
O 0.673 -1.157 1.406
H 0.264 2.691 1.673
H -1.817 0.823 -0.693
H -0.141 -0.133 -2.205
H 1.543 -1.667 -1.586
*
```

Entry 2:
The following is a DFT calculation (ωB97M-V/def2-TZVPD) of C4H4N2O in the gas phase.

The value obtained for the highest occupied orbital energy is -9.362 eV. Its relative energy (zero: lowest compared OMol25 entry of this formula, charge and spin) is 6.1 kcal per mole. The electronic energy is -339.57188 hartree. The HOMO-LUMO gap is 0.3582 Eh.

```
! wB97M-V def2-TZVPD RIJCOSX def2/J DEFGRID3
* xyz 0 1
O -1.423 2.035 1.026
C -0.859 1.171 0.390
C -1.106 -0.268 0.593
C -0.101 -1.123 0.334
N 1.022 -0.657 -0.324
C 0.979 0.594 -0.879
N 0.102 1.484 -0.598
H -2.042 -0.580 1.038
H -0.095 -2.175 0.596
H 1.789 -1.273 -0.538
H 1.733 0.792 -1.639
*
```

Entry 3:
The following is a DFT calculation (ωB97M-V/def2-TZVPD) of C4H4N2O in the gas phase in a non-equilibrium geometry.

The value obtained for the highest occupied orbital energy is -9.967 eV. Its relative energy (zero: lowest compared OMol25 entry of this formula, charge and spin) is 39.1 kcal per mole. The electronic energy is -339.51939 hartree. The HOMO-LUMO gap is 0.3670 Eh.

```
! wB97M-V def2-TZVPD RIJCOSX def2/J DEFGRID3
* xyz 0 1
O -1.556 -0.310 -2.093
C -0.861 -0.068 -1.134
C 0.489 -0.661 -0.949
C 1.154 -0.477 0.195
N 0.547 0.253 1.271
C -0.544 1.053 0.858
N -1.290 0.877 -0.156
H 0.867 -1.301 -1.740
H 2.187 -0.812 0.333
H -0.195 -0.304 1.759
H -0.799 1.749 1.657
*
```

Entry 4:
The following is a DFT calculation (ωB97M-V/def2-TZVPD) of C4H4N2O in the gas phase.

The value obtained for the highest occupied orbital energy is -9.718 eV. Its relative energy (zero: lowest compared OMol25 entry of this formula, charge and spin) is 16.3 kcal per mole. The electronic energy is -339.55573 hartree. The HOMO-LUMO gap is 0.3728 Eh.

```
! wB97M-V def2-TZVPD RIJCOSX def2/J DEFGRID3
* xyz 0 1
O 2.251 -1.391 0.198
C 1.210 -0.823 -0.042
C 1.090 0.649 -0.054
C -0.121 1.205 0.020
N -1.261 0.390 0.055
C -1.080 -0.955 -0.245
N 0.035 -1.563 -0.352
H 1.996 1.243 -0.059
H -0.291 2.279 -0.018
H -1.805 0.446 0.907
H -2.024 -1.479 -0.410
*
```

Entry 5:
The following is a DFT calculation (ωB97M-V/def2-TZVPD) of a molecular structure, C4H4N2O in a non-equilibrium geometry.

The value obtained for the highest occupied orbital energy is -8.685 eV. Its relative energy (zero: lowest compared OMol25 entry of this formula, charge and spin) is 69.8 kcal per mole. The electronic energy is -339.47044 hartree. The HOMO-LUMO gap is 0.3426 Eh.

```
! wB97M-V def2-TZVPD RIJCOSX def2/J DEFGRID3
* xyz 0 1
C 0.390 3.253 0.117
C -0.894 -1.919 -0.205
C -0.837 -0.436 -0.114
C 0.511 -0.580 0.086
N 1.371 2.840 0.547
N 0.548 -1.969 -0.045
O -1.669 -2.802 -0.298
H -0.557 3.572 -0.220
H -1.482 0.324 0.186
H 1.233 0.208 0.271
H 1.386 -2.490 -0.326
*
```

Entry 6:
The following is a DFT calculation (ωB97M-V/def2-TZVPD) of C4H4N2O in the gas phase in a non-equilibrium geometry.

The value obtained for the highest occupied orbital energy is -10.296 eV. Its relative energy (zero: lowest compared OMol25 entry of this formula, charge and spin) is 56.0 kcal per mole. The electronic energy is -339.49237 hartree. The HOMO-LUMO gap is 0.3877 Eh.

```
! wB97M-V def2-TZVPD RIJCOSX def2/J DEFGRID3
* xyz 0 1
O -2.578 -0.272 -0.054
C -1.405 0.023 -0.071
N -0.969 1.438 0.121
C 0.239 1.446 -0.196
N 0.787 0.195 -0.707
C 0.867 -0.741 0.529
C -0.212 -0.818 -0.435
H 1.213 2.109 -0.027
H 1.705 -1.359 0.321
H 0.760 -0.255 1.496
H -0.406 -1.764 -0.977
*
```

Entry 7:
The following is a DFT calculation (ωB97M-V/def2-TZVPD) of C4H4N2O in the gas phase.

The value obtained for the highest occupied orbital energy is -9.328 eV. Its relative energy (zero: lowest compared OMol25 entry of this formula, charge and spin) is 49.4 kcal per mole. The electronic energy is -339.50287 hartree. The HOMO-LUMO gap is 0.3555 Eh.

```
! wB97M-V def2-TZVPD RIJCOSX def2/J DEFGRID3
* xyz 0 1
O 0.566 -2.377 -1.365
C 0.507 -1.303 -0.844
C -0.631 -0.348 -0.512
C -0.864 -0.463 0.863
N -0.317 0.564 1.568
C 0.219 1.347 0.645
N -0.044 0.918 -0.599
H 1.401 -0.798 -0.384
H -1.323 -1.306 1.368
H 0.855 2.200 0.837
H 0.310 1.300 -1.463
*
```

Entry 8:
The following is a DFT calculation (ωB97M-V/def2-TZVPD) of C4H4N2O in the gas phase in a non-equilibrium geometry.

The value obtained for the highest occupied orbital energy (spin up / spin down) is -9.559 / -9.862 eV. Its relative energy (zero: lowest compared OMol25 entry of this formula, charge and spin) is 75.2 kcal per mole. The electronic energy is -339.46190 hartree. The HOMO-LUMO gap (spin up / spin down) is 0.2565 / 0.2939 Eh.

```
! wB97M-V def2-TZVPD RIJCOSX def2/J DEFGRID3
* xyz 0 1
O 2.430 -1.075 -0.071
C 1.249 -0.757 -0.009
C 0.854 0.648 0.055
C -0.528 1.029 -0.010
N -1.534 0.056 -0.109
C -1.080 -1.175 -0.070
N 0.183 -1.627 0.033
H 1.621 1.410 0.180
H -0.664 1.811 -0.788
H -0.698 1.645 0.907
H -1.833 -1.964 -0.118
*
```